22
Properties=species:S:1:pos:R:3:forces:R:3 method="wB97M-V/def2-TZVPD" e_homo_ev="-4.05 / -4.05" homo_lumo_gap_ev="5.279 / 5.279" multiplicity=1 charge=-1 energy_ev=-28107.215
C 0.4258 -2.1507 -1.1966 -0.5 0.9 0.4
C -0.9915 -2.0037 -1.1421 -0.2 0.0 0.4
C -1.3874 -2.0314 0.2265 -0.8 0.3 -0.8
C -0.2310 -2.1568 1.0140 0.2 0.4 1.0
C 0.8909 -2.2201 0.1528 0.5 0.3 -0.1
Bi 0.7346 0.7919 0.1418 2.8 -6.9 4.8
N 2.8324 0.0846 0.6644 -3.2 -0.8 -2.1
C 0.0880 2.2157 -1.5837 -1.9 1.0 -2.3
C -1.2683 2.0591 -1.8295 2.2 0.5 -0.1
H -2.4246 -1.8950 0.5948 0.9 -0.2 -0.3
H -1.6510 -1.8723 -2.0073 0.2 -0.2 0.4
H -0.1889 -2.1424 2.1293 0.0 -0.1 -1.1
H 1.9446 -2.2897 0.4611 -0.8 0.0 -0.2
H 1.0333 -2.1909 -2.0951 0.0 -0.1 0.2
H -1.6395 1.2218 -2.4822 0.4 1.2 0.7
H 0.5236 2.9112 -0.8112 -0.8 0.2 -1.3
H 2.7375 1.0583 0.6522 2.3 3.3 1.3
H -1.9571 2.7439 -1.3075 0.2 -0.8 -0.3
H 0.8886 1.6683 -2.1461 -1.0 0.5 0.2
S 1.2523 1.6316 3.1309 0.6 -0.2 -1.0
C -0.2487 2.1240 3.5723 -4.1 1.2 1.0
N -1.3634 2.4426 3.8611 3.1 -0.8 -0.8

22
Properties=species:S:1:pos:R:3:forces:R:3 method="wB97M-V/def2-TZVPD" e_homo_ev=-9.02 homo_lumo_gap_ev=8.991 multiplicity=1 energy_ev=-100949.047
C -1.9512 -2.5563 0.9279 2.6 0.1 1.5
C -0.8713 -2.5113 1.8635 -1.5 0.8 -1.1
C -1.8098 -1.9715 -0.2968 0.4 1.4 0.1
C 0.2625 -1.7190 1.6184 0.9 -2.8 2.8
C -0.6770 -1.1868 -0.4978 1.2 -1.4 0.4
C 0.4274 -1.1425 0.4136 -1.4 1.5 -2.6
C 0.1270 3.2114 -0.3636 0.5 1.3 0.3
C 0.4118 2.3923 -1.5454 -0.6 1.5 -1.9
O 1.5155 1.6306 -1.4613 2.4 -4.7 2.0
Si 1.9355 -0.2157 -0.1349 -1.0 3.8 -0.8
Cl 3.1750 -1.1819 -1.3718 0.1 -0.1 -0.1
Br 2.9422 0.7049 1.6629 -0.3 -0.5 -0.9
H -2.8138 -3.0797 1.1864 -1.3 -1.0 0.3
H -1.0298 -3.0812 2.7599 0.4 0.1 0.4
H -2.5913 -2.0412 -1.0363 0.0 0.1 -0.2
H 1.1228 -1.8364 2.3448 -1.1 0.6 -0.8
H -0.4859 -0.8588 -1.4745 0.0 1.0 -1.3
H -0.2784 2.6229 0.4031 -0.3 -0.8 1.6
H 1.0234 3.7721 -0.0592 -0.1 -0.5 0.2
H -0.5885 3.9728 -0.5866 -0.8 0.5 -0.3
H 0.6357 3.1128 -2.3570 0.3 0.0 0.0
H -0.4818 1.9624 -1.9952 -0.5 -0.9 0.4

23
Properties=species:S:1:pos:R:3:forces:R:3 method="wB97M-V/def2-TZVPD" e_homo_ev="-12.26 / -12.26" homo_lumo_gap_ev="7.122 / 7.123" multiplicity=1 charge=+1 energy_ev=-84452.835
C 1.3643 -0.6608 1.4318 -0.5 -0.6 -1.0
C 1.4658 -1.6086 2.4007 3.1 1.2 0.8
C -0.1963 -2.3615 1.2012 2.3 2.7 0.1
C 0.0745 2.1314 -2.7251 0.0 -0.6 -1.7
C 0.2462 -1.1461 0.6067 0.3 0.8 -1.1
C 0.8867 2.6419 -1.7175 0.2 0.9 -0.3
C 0.1120 0.6896 -1.1568 -0.1 -1.4 -1.7
C -0.2289 -0.5530 -0.6331 0.8 -1.1 3.8
N 0.5363 -2.6231 2.2741 1.3 0.2 1.5
N 0.9203 1.7062 -0.7489 0.7 0.5 2.4
N -0.3417 0.9219 -2.4077 -0.3 -0.2 1.4
N -2.5217 0.3105 -0.0392 1.6 0.9 0.8
Br 1.7273 4.3156 -1.6874 -0.2 -0.7 0.2
H 2.1653 0.1173 1.1890 -1.5 -1.3 0.6
H 2.4135 -1.5800 2.9926 -1.5 -0.8 0.2
H -0.9577 -2.9785 1.0503 -3.3 -2.2 -1.3
H -0.1778 2.3484 -3.7631 0.5 1.2 0.5
H -0.8891 -1.1876 -1.1748 -0.3 0.0 -0.8
H 0.4619 -3.4059 2.9747 -0.1 1.2 -1.4
H 1.3641 1.7879 0.2178 -0.9 0.1 -2.1
H -2.8737 0.9900 0.6008 0.1 1.1 -0.1
H -3.1164 -0.4272 0.1073 -1.7 -2.4 -0.2
H -2.4351 0.5718 -0.9935 -0.6 0.6 -0.6